[1]
C26H66NO8S | ωB97M-V/def2-TZVPD

XYZ file:
```
102
C26H66NO8S ωB97M-V/def2-TZVPD
C 3.8742 -1.7885 1.6727
C 3.3552 -0.3419 1.6712
C 1.9140 -0.1457 2.0399
O 1.2669 0.8295 1.7186
O 1.3481 -1.1456 2.7827
C 0.0366 -1.4964 2.3917
C 0.0049 -2.1499 1.0044
N -0.8365 -1.3640 0.0195
C -0.1687 -1.0536 -1.2872
C 0.4894 0.3343 -1.2941
C 0.3567 0.9505 -2.6856
S 1.0855 2.6044 -2.6117
H 3.3314 -2.4075 2.3855
H 4.9356 -1.8244 1.9126
H 3.7652 -2.2418 0.6824
H 3.4831 0.0870 0.6740
H 3.9700 0.2631 2.3444
H -0.3189 -2.2101 3.1368
H -0.6433 -0.6366 2.4436
H 1.0241 -2.2089 0.6243
H -0.3937 -3.1645 1.0641
H -1.6872 -1.8949 -0.1637
H -1.1381 -0.4935 0.4629
H 0.5473 -1.8362 -1.5386
H -0.9261 -1.0708 -2.0714
H 1.5550 0.2467 -1.0650
H 0.0557 0.9904 -0.5321
H 0.9352 0.3420 -3.3877
H -0.6705 0.9587 -3.0526
H 1.1609 2.9424 -3.9057
C -1.5753 6.9731 -3.2664
C -2.0665 6.1452 -4.4432
C -3.1377 5.1516 -4.0197
O -0.9757 5.4634 -5.0630
H -1.1290 6.3236 -2.5070
H -0.8113 7.6798 -3.5893
H -2.3914 7.5301 -2.8046
H -2.4673 6.8063 -5.2121
H -2.7313 4.4537 -3.2804
H -3.4790 4.5699 -4.8766
H -3.9969 5.6575 -3.5779
H -0.5993 4.8691 -4.4058
C -0.6898 -3.0583 6.5533
C 0.4365 -4.0712 6.4257
C 1.8001 -3.4143 6.5617
O 0.3423 -4.7645 5.1773
H -0.6116 -2.3044 5.7624
H -1.6590 -3.5470 6.4539
H -0.6557 -2.5454 7.5144
H 0.3228 -4.8398 7.1904
H 1.9436 -2.6718 5.7699
H 2.5931 -4.1560 6.4695
H 1.9034 -2.9121 7.5237
H 0.4422 -4.1121 4.4764
C -2.7806 2.8294 1.4105
C -1.8677 3.9822 1.8031
C -1.1435 4.5558 0.5944
O -0.9330 3.5590 2.7905
H -2.1878 2.0182 0.9712
H -3.2931 2.4317 2.2866
H -3.5288 3.1421 0.6809
H -2.4585 4.7654 2.2791
H -0.5109 3.7900 0.1336
H -0.4981 5.3809 0.8935
H -1.8469 4.9187 -0.1567
H -0.3834 2.8647 2.4078
C -2.2783 -6.9992 1.1176
C -0.9694 -6.2574 0.9053
C 0.1889 -7.2140 0.6774
O -0.6957 -5.4019 2.0228
H -2.2107 -7.6368 2.0020
H -3.0986 -6.2991 1.2774
H -2.5191 -7.6278 0.2602
H -1.0649 -5.5901 0.0434
H 0.3236 -7.8574 1.5500
H 1.1193 -6.6660 0.5249
H 0.0122 -7.8482 -0.1914
H -0.6042 -5.9572 2.8071
C -4.4318 -1.5505 -4.8450
C -3.2521 -0.6497 -4.5237
C -2.9070 0.2640 -5.6875
O -2.1083 -1.4392 -4.1549
H -4.1973 -2.1920 -5.6982
H -4.6672 -2.1972 -3.9994
H -5.3175 -0.9655 -5.0913
H -3.4827 -0.0463 -3.6426
H -2.6297 -0.3269 -6.5641
H -2.0605 0.9063 -5.4406
H -3.7527 0.8965 -5.9557
H -1.8746 -1.9864 -4.9125
C 4.0354 3.6323 -0.6685
C 4.9208 2.5979 0.0035
C 6.3475 3.0886 0.1793
O 4.8977 1.3678 -0.7354
H 4.4067 3.8758 -1.6679
H 3.0279 3.2385 -0.7843
H 3.9937 4.5511 -0.0828
H 4.5002 2.3501 0.9797
H 6.7986 3.2992 -0.7939
H 6.9583 2.3306 0.6700
H 6.3793 4.0005 0.7754
H 5.2625 1.5446 -1.6090
```

- charge = +1
- gap between HOMO and LUMO (eV) = 8.999

[2]
C26H66O4 | ωB97M-V/def2-TZVPD

XYZ file:
```
96
C26H66O4 ωB97M-V/def2-TZVPD
C -2.4373 3.1540 4.4610
C -2.3457 1.8788 3.7574
C -2.6277 1.7447 2.2804
C -2.5079 0.3958 1.6187
C -2.4215 0.3614 0.1348
C -3.6641 1.0490 -0.5350
H -3.2219 3.7366 3.9833
H -1.6693 3.8237 3.9825
H -2.5856 2.9224 5.4885
H -2.9889 1.0573 4.1725
H -1.3979 1.5958 3.9421
H -2.0172 2.6282 1.9298
H -3.6037 2.0966 2.0390
H -3.4090 -0.2725 2.0628
H -1.5708 -0.0287 1.7983
H -2.1952 -0.5533 -0.1714
H -1.6015 0.8532 -0.4292
H -3.7840 2.0363 -0.1329
H -4.5928 0.5313 -0.2714
H -3.3743 1.0501 -1.5676
C 0.4117 0.7011 -2.7077
C 1.8651 1.1044 -2.4232
C 2.9193 0.2109 -3.0562
C 4.3933 0.6454 -2.9867
C 5.3741 -0.2285 -3.8740
C 6.7823 0.1429 -3.8749
H -0.3823 1.5267 -2.3524
H 0.1560 -0.2491 -2.2987
H 0.3258 0.7718 -3.8727
H 2.1049 0.9263 -1.3507
H 2.0555 2.0385 -2.7799
H 2.7701 0.0705 -4.1343
H 2.9573 -0.8889 -2.5521
H 4.6780 0.7012 -2.0660
H 4.4511 1.5891 -3.2133
H 5.0730 -0.6783 -4.9652
H 5.3122 -1.3487 -3.4023
H 7.2891 -0.5494 -4.5126
H 6.9975 -0.1875 -2.8829
H 7.1315 1.1332 -3.8945
C 5.8984 4.6075 3.2904
C 5.1779 3.3238 3.8072
C 4.0156 2.9228 2.8639
C 3.5483 1.4249 3.0236
C 2.4570 1.1067 2.0903
C 1.9060 -0.2244 2.4355
H 6.8621 4.7009 3.8734
H 5.3764 5.5681 3.4340
H 6.1219 4.3102 2.2123
H 4.9377 3.4529 4.8138
H 5.7599 2.4746 3.8106
H 4.4781 3.0583 2.0514
H 3.1568 3.6345 2.9707
H 3.0809 1.5427 4.0992
H 4.3129 0.9206 2.6122
H 3.0306 1.1775 1.1663
H 1.6078 1.7994 1.8948
H 2.4054 -1.1005 2.1216
H 0.8940 -0.5302 1.8864
H 1.2996 -0.2159 3.4091
C -5.1611 -2.6007 -0.8120
C -5.2393 -4.0391 -1.4744
O -4.4350 -4.9255 -0.8531
H -5.9389 -2.0034 -1.3421
H -4.4438 -1.8749 -0.7720
H -5.3809 -2.6957 0.3103
H -4.9304 -3.7548 -2.4964
H -6.2969 -4.3061 -1.5294
H -5.0047 -5.7516 -0.8139
C -4.0754 1.4110 -4.5008
C -2.7537 1.3686 -5.2036
O -2.6504 0.0240 -5.7715
H -4.2720 0.7081 -3.7978
H -4.8056 1.4000 -5.3610
H -4.2626 2.3938 -3.9424
H -1.9748 1.4751 -4.4422
H -2.5766 2.0228 -6.0783
H -1.9440 -0.0194 -6.4360
C 1.4616 -3.2768 -0.6361
C 0.1158 -3.2113 -0.0309
O -0.1084 -4.2439 0.8857
H 2.2004 -3.3198 0.0200
H 1.7389 -2.5666 -1.2184
H 1.6926 -4.0296 -1.3457
H -0.5066 -3.1775 -0.6296
H -0.0878 -2.2332 0.3492
H -1.0401 -4.1528 1.1638
C -2.0998 -3.1817 3.5255
C -3.1396 -3.2506 2.2979
O -2.7740 -4.3734 1.4735
H -2.4859 -2.3063 4.1665
H -1.0471 -2.6351 2.9741
H -2.0977 -4.1339 3.9431
H -3.2410 -2.2407 1.7036
H -4.1924 -3.4738 2.7996
H -3.2200 -4.4713 0.6651
```

- charge = 0
- ΔE to the lowest compared entry with this formula, charge and spin (kcal per mole) = 0.0
- gap between HOMO and LUMO (eV) = 9.857
- SMILES = CCCCCC.CCCCCC.CCCCCC.CCO.CCO.CCO.CCO

[3]
C26H68BBrI2O28P6Si2 | ωB97M-V/def2-TZVPD

XYZ file:
```
134
C26H68BBrI2O28P6Si2 ωB97M-V/def2-TZVPD
C 1.9829 -6.0165 2.0763
C 0.9580 -5.4227 2.2394
C -0.2862 -4.7038 2.4366
Si -0.2700 -3.0681 1.5108
O 1.0875 -2.2912 2.1060
Si 2.1952 -1.5079 1.2013
Br 1.2547 0.2037 0.1148
C 3.4643 -0.7868 2.3329
C 4.4057 -1.8338 2.8942
O 5.1119 -1.2555 3.9908
B -0.2026 -3.2853 -0.5304
O -0.8908 -2.4509 -1.3598
O 0.5576 -4.2883 -1.0793
C -1.7481 -2.0462 2.0787
I -1.2179 -0.3641 3.2201
C -3.0442 -2.2787 1.8721
C -4.2250 -1.4847 2.3185
I -3.5737 -4.0103 0.8001
H 2.8746 -6.5799 1.9424
H -0.4004 -4.4498 3.4939
H -1.1398 -5.3103 2.1446
H 2.8741 -2.4147 0.2532
H 2.9207 -0.2809 3.1321
H 4.0126 -0.0199 1.7861
H 5.0910 -2.1611 2.1113
H 3.8306 -2.6892 3.2502
H 5.3893 -1.9446 4.6045
H -1.1835 -1.6682 -0.8741
H 1.3999 -3.9873 -1.4346
H -4.0161 -0.4209 2.2418
H -5.0823 -1.6985 1.6901
H -4.4767 -1.7582 3.3419
C 9.2975 -0.4626 -2.6763
O 8.3563 -1.3692 -2.0855
P 7.3117 -0.8572 -1.0106
O 6.4280 -1.9213 -0.5436
O 6.5964 0.3805 -1.7001
C 5.7953 0.1203 -2.8624
O 8.1630 -0.1132 0.0857
C 8.1491 -0.5486 1.4595
H 9.3308 -0.6705 -3.7433
H 9.0090 0.5760 -2.5183
H 10.2794 -0.6359 -2.2412
H 5.4764 -0.9210 -2.8983
H 6.3663 0.3616 -3.7588
H 4.9204 0.7617 -2.8044
H 9.0138 -1.1831 1.6426
H 7.2358 -1.0919 1.6865
H 8.2082 0.3417 2.0785
C 1.8407 -1.8710 8.3152
O 3.1345 -1.8373 7.6977
P 3.7074 -3.1219 6.9697
O 5.0290 -2.8850 6.3912
O 2.5780 -3.5738 5.9603
C 2.2683 -2.6685 4.8851
O 3.5987 -4.2873 8.0299
C 4.7739 -4.9796 8.4804
H 1.3256 -0.9498 8.0529
H 1.2536 -2.7226 7.9727
H 1.9626 -1.9253 9.3951
H 3.0892 -1.9698 4.7175
H 1.3545 -2.1191 5.1135
H 2.1084 -3.2619 3.9903
H 5.1046 -4.5531 9.4258
H 5.5709 -4.9066 7.7446
H 4.4975 -6.0205 8.6258
C -2.0044 6.8087 2.4524
O -2.3363 5.4674 2.0505
P -2.7671 4.3887 3.1198
O -3.0676 3.0952 2.5106
O -3.9391 5.0598 3.9525
C -5.1637 5.3446 3.2594
O -1.6318 4.4013 4.2214
C -0.8691 3.2134 4.4747
H -2.4706 7.4932 1.7497
H -2.3560 7.0218 3.4617
H -0.9264 6.9382 2.4039
H -5.2665 4.7276 2.3673
H -5.1875 6.3985 2.9832
H -5.9813 5.1284 3.9412
H 0.0737 3.2604 3.9309
H -1.4306 2.3368 4.1579
H -0.6691 3.1674 5.5423
C 0.6462 7.1003 -3.4339
O -0.0237 7.4151 -2.2057
P 0.6150 8.4393 -1.1800
O -0.2273 8.6268 -0.0023
O 0.9320 9.7376 -2.0324
C -0.1811 10.4641 -2.5773
O 2.0836 7.9215 -0.9306
C 2.5163 7.5417 0.3867
H -0.0990 7.1006 -4.2260
H 1.4226 7.8282 -3.6670
H 1.0907 6.1105 -3.3527
H -1.0982 10.2539 -2.0282
H -0.3096 10.1977 -3.6261
H 0.0509 11.5220 -2.4967
H 2.4349 6.4618 0.4954
H 1.9169 8.0369 1.1469
H 3.5561 7.8419 0.4819
C -2.4789 1.5303 -3.2422
O -3.3636 0.4915 -2.8000
P -4.2423 -0.3263 -3.8318
O -5.0586 -1.3554 -3.1930
O -3.2111 -0.8552 -4.9164
C -2.2309 -1.8097 -4.4672
O -5.0126 0.7628 -4.6720
C -6.4508 0.7977 -4.6861
H -1.5405 1.4145 -2.7043
H -2.2930 1.4692 -4.3141
H -2.9179 2.4962 -3.0020
H -2.5587 -2.3261 -3.5664
H -1.2942 -1.2922 -4.2640
H -2.0782 -2.5336 -5.2634
H -6.7988 1.5349 -3.9652
H -6.8629 -0.1790 -4.4452
H -6.7548 1.0906 -5.6872
C -4.6113 -3.5503 -7.0526
O -6.0344 -3.6444 -7.1927
P -6.7761 -5.0018 -6.8516
O -8.2187 -4.9051 -7.0526
O -6.2799 -5.3707 -5.3940
C -6.6549 -4.4806 -4.3214
O -6.0206 -6.1163 -7.6798
C -6.7230 -6.8968 -8.6589
H -4.3978 -2.6178 -6.5379
H -4.2020 -4.3776 -6.4728
H -4.1485 -3.5400 -8.0379
H -7.5355 -3.8971 -4.5871
H -5.8287 -3.8098 -4.0883
H -6.8818 -5.0976 -3.4568
H -6.5582 -6.4710 -9.6472
H -7.7881 -6.9212 -8.4414
H -6.3138 -7.9031 -8.6219
```

- charge = 0
- gap between HOMO and LUMO (eV) = 8.810

[4]
C26H69BF4N2O16P3S2 | ωB97M-V/def2-TZVPD

XYZ file:
```
123
C26H69BF4N2O16P3S2 ωB97M-V/def2-TZVPD
N 3.3067 -1.5030 0.4269
H 3.6951 -2.0210 -0.3584
H 2.2873 -1.3686 0.2966
H 3.8383 -0.6446 0.5320
H 3.3989 -2.1046 1.2941
N 2.0955 2.7524 -1.6544
H 1.7226 1.8722 -1.2603
H 3.0036 2.6437 -2.0924
H 2.1386 3.4403 -0.8633
H 1.4196 3.0852 -2.3409
B 0.4495 -0.0864 -0.7217
F 1.2332 0.7570 0.1363
F -0.8821 0.0553 -0.4324
F 0.7154 0.3101 -2.0462
F 0.8481 -1.4444 -0.5367
C -4.9081 -1.6497 -1.6423
C -6.3803 -1.3602 -1.2374
C -6.5195 0.1596 -1.2006
S -4.9871 0.6838 -0.3823
O -5.1094 0.9258 1.0302
O -4.3580 1.6691 -1.2341
C -4.1009 -0.8703 -0.6278
H -4.7620 -1.3382 -2.6768
H -4.7513 -2.7263 -1.6074
H -6.5661 -1.7607 -0.2383
H -7.0524 -1.8267 -1.9553
H -7.3609 0.5368 -0.6264
H -6.4265 0.5954 -2.1928
H -4.1256 -1.3442 0.3550
H -3.0927 -0.5281 -0.8535
C -2.3021 2.8897 0.9962
C -1.0779 3.5873 1.6249
C -1.5593 4.8152 2.3832
S -3.3108 5.0466 1.9890
O -3.4917 6.4111 1.5848
O -4.1314 4.4930 3.0273
C -3.2893 3.9487 0.5656
H -2.7863 2.2150 1.7104
H -1.9837 2.1755 0.2360
H -0.4082 3.8477 0.8000
H -0.5220 2.9061 2.2724
H -1.1197 5.7313 1.9811
H -1.4042 4.8812 3.4573
H -2.9667 4.5920 -0.2539
H -4.2865 3.5642 0.3870
C -1.2195 -4.7734 -1.6698
C -1.5392 -5.0393 -3.1334
O -1.0371 -4.0185 -3.9716
P -2.0357 -3.2808 -4.9783
O -3.3887 -3.1697 -4.4306
O -1.3123 -1.9285 -5.2709
C -0.9468 -1.0491 -4.1912
C -1.8255 0.1778 -4.2714
O -1.8664 -3.9853 -6.3654
C -2.5721 -5.2092 -6.6680
C -1.6487 -6.0974 -7.4548
H -1.4488 -5.6679 -1.0944
H -0.2015 -4.4183 -1.5101
H -1.8368 -3.9360 -1.3243
H -1.1610 -6.0361 -3.3944
H -2.6226 -5.1534 -3.2288
H -1.0861 -1.5267 -3.2185
H 0.1022 -0.7861 -4.2936
H -1.7056 0.6382 -5.2551
H -2.8807 -0.0829 -4.1898
H -1.5832 0.9039 -3.4958
H -2.9300 -5.7101 -5.7704
H -3.4085 -4.9279 -7.3071
H -2.1449 -7.0441 -7.6664
H -1.3342 -5.6154 -8.3779
H -0.7438 -6.3010 -6.8776
C 1.5068 -6.2235 0.1584
C 2.7058 -5.9616 1.0572
O 2.3436 -5.6511 2.4112
P 2.0621 -4.1905 2.8521
O 3.0614 -3.1786 2.4405
O 1.9416 -4.3630 4.3902
C 2.2428 -3.3087 5.3301
C 3.2241 -3.7876 6.3636
O 0.6085 -3.9189 2.3104
C 0.0105 -2.6171 2.4917
C -1.2733 -2.5429 1.7197
H 0.7034 -5.5250 0.3803
H 1.8329 -6.1466 -0.8754
H 1.1051 -7.2125 0.3830
H 3.3922 -6.8046 1.1025
H 3.3136 -5.1565 0.6247
H 2.6442 -2.4422 4.8016
H 1.3070 -3.0035 5.7992
H 4.1072 -4.2564 5.9279
H 3.6128 -2.9069 6.8853
H 2.7964 -4.4691 7.0945
H -0.1837 -2.4290 3.5510
H 0.7132 -1.8555 2.1419
H -1.9975 -3.2810 2.0621
H -1.6877 -1.5404 1.8547
H -1.1360 -2.6695 0.6466
C 2.2762 7.4550 3.9688
C 3.2728 7.1440 2.8686
O 2.5485 6.5686 1.7539
P 3.1053 5.3236 0.9940
O 2.2696 4.9792 -0.1717
O 3.2452 4.1847 2.0774
C 2.0789 3.3867 2.3679
C 2.2558 2.7602 3.7223
O 4.6206 5.6196 0.6982
C 5.0228 5.9602 -0.6455
C 6.5363 6.1040 -0.6499
H 1.4886 8.1112 3.6030
H 1.8050 6.5278 4.3022
H 2.7787 7.9194 4.8153
H 3.7402 8.0654 2.5244
H 4.0442 6.4673 3.2341
H 1.1804 4.0107 2.3577
H 1.9478 2.6232 1.5983
H 1.3279 2.4545 4.1980
H 2.9189 1.8938 3.6689
H 2.7471 3.4842 4.3760
H 4.7853 5.1507 -1.3387
H 4.5224 6.8781 -0.9467
H 6.9436 5.3770 0.0532
H 6.9707 5.9165 -1.6300
H 6.8578 7.0999 -0.3464
```

- charge = +1
- ΔE to the lowest compared entry with this formula, charge and spin (kcal per mole) = 0.0
- gap between HOMO and LUMO (eV) = 8.462